Entry 1:
Here is a cluster of 3 separate species, C18H19B2N3O12P in total from the OMol25 dataset. Energies are from ωB97M-V/def2-TZVPD.

Geometry as XYZ:
```
55
C18H19B2N3O12P (ωB97M-V/def2-TZVPD)
C 2.7551 2.5337 1.6065
O 1.6853 3.0978 0.8046
B 1.1118 2.1511 -0.0584
O 0.9792 0.8233 0.4632
N 0.6081 2.4595 -1.4389
C -0.2170 1.6076 -2.2260
C -0.8553 0.1917 -1.9084
B -2.0963 0.4922 -0.8756
O -2.1486 0.0138 0.4640
O -3.1913 1.3239 -1.3169
C -0.5388 2.1662 -3.5674
N 0.1313 3.4290 -3.5088
N 0.0526 4.3235 -4.5855
C 1.2358 4.3051 -5.1305
O 2.3569 4.3961 -5.4034
C 0.7973 3.5944 -2.2781
P 1.7748 5.1020 -1.7392
O 1.2173 5.7133 -0.4768
O 3.3492 4.6881 -1.4195
O 1.7334 6.3169 -2.8969
H 3.3092 1.6808 1.0941
H 2.4382 2.2493 2.6585
H 3.5359 3.3566 1.7361
H 1.3817 0.1909 -0.1718
H -1.2472 -0.2758 -2.8701
H -0.0611 -0.4656 -1.4538
H -2.1150 0.8203 1.0256
H -3.1668 2.0839 -0.6877
H -1.1632 1.6895 -4.3652
H 3.7242 5.3963 -0.8504
H 0.8028 6.5557 -3.1146
C -3.3693 -3.7396 1.7224
C -3.2753 -2.4166 1.8544
C -3.9043 -1.7127 2.9942
O -3.8201 -0.5044 3.1142
C -4.6396 -2.5333 3.9817
C -4.7337 -3.8561 3.8498
C -4.1048 -4.5610 2.7101
O -4.1881 -5.7664 2.5900
H -2.9163 -4.2715 0.8949
H -2.7412 -1.8010 1.1426
H -5.0925 -2.0016 4.8091
H -5.2684 -4.4713 4.5626
C 2.1222 -3.4976 2.0384
C 1.5979 -2.6777 1.1285
C 1.9304 -2.8116 -0.3062
O 1.4509 -2.0582 -1.1407
C 2.8642 -3.8891 -0.6944
C 3.3897 -4.7101 0.2141
C 3.0583 -4.5779 1.6511
O 3.5337 -5.3249 2.4787
H 1.8910 -3.4143 3.0929
H 0.9109 -1.8827 1.3943
H 3.0945 -3.9714 -1.7492
H 4.0758 -5.5041 -0.0526
```

Calculated values
**F_max**: 0.109 hartree/bohr
**LUMO energy**: -0.1734 hartree
**HOMO level**: -11.829 eV
**Total charge**: +1
**Gap between HOMO and LUMO**: 7.11 eV

How is the electron density shared among the atoms? According to Löwdin, the charges in e are:
1. C -0.0489
2. O 0.0170
3. B -0.5547
4. O 0.1389
5. N 0.1901
6. C -0.0918
7. C 0.0133
8. B -0.4927
9. O 0.0941
10. O 0.1044
11. C 0.1193
12. N -0.1002
13. N 0.1436
14. C -0.1658
15. O 0.2840
16. C -0.0927
17. P 0.6256
18. O -0.2708
19. O -0.1275
20. O -0.1436
21. H 0.1101
22. H 0.1176
23. H 0.1132
24. H 0.0964
25. H 0.1388
26. H 0.0784
27. H 0.1291
28. H 0.1186
29. H 0.1649
30. H 0.1127
31. H 0.0986
32. C 0.0257
33. C 0.0210
34. C -0.3767
35. O 0.0978
36. C 0.0225
37. C 0.0264
38. C -0.3872
39. O 0.1132
40. H 0.1204
41. H 0.0858
42. H 0.1237
43. H 0.1256
44. C 0.0396
45. C 0.0216
46. C -0.3668
47. O 0.0636
48. C 0.0241
49. C 0.0382
50. C -0.3763
51. O 0.1360
52. H 0.1300
53. H 0.1173
54. H 0.1244
55. H 0.1303



Entry 2:
Here is a structure of composition C18H19BClN2O8PdSe2 from the OMol25 dataset. Energies are from ωB97M-V/def2-TZVPD.

Geometry as XYZ:
```
52
C18H19BClN2O8PdSe2 (ωB97M-V/def2-TZVPD)
Pd -0.4332 1.3730 1.3992
C 0.8098 1.1697 5.2798
Se 0.0029 0.0357 3.8778
C 1.6632 -0.5307 2.9706
C 2.6875 0.5748 2.8147
Se 2.1194 2.1789 1.7718
C 3.1125 1.7450 0.1500
H 1.5536 0.6188 5.8541
H -0.0131 1.4675 5.9278
H 1.2425 2.0564 4.8178
H 1.3258 -0.9145 2.0008
H 2.1112 -1.3477 3.5493
H 3.5630 0.1881 2.2888
H 3.0178 0.9290 3.7937
H 4.1796 1.7691 0.3646
H 2.8702 2.4875 -0.6070
H 2.8019 0.7599 -0.1886
O 0.5424 0.1031 -0.1390
C 0.2798 0.9521 -1.0434
O -0.2619 2.0519 -0.7868
C 0.6480 0.6622 -2.4522
C -0.1353 1.2320 -3.4446
C 0.1330 0.9204 -4.7918
C 1.2091 0.1094 -5.1244
C 2.0220 -0.4033 -4.1213
C 1.7207 -0.1602 -2.7636
N 3.1691 -1.1388 -4.4526
O 3.9599 -1.4261 -3.5342
O 3.3590 -1.4581 -5.6377
N -0.6960 1.4498 -5.7989
O -0.5120 1.1015 -6.9742
O -1.5849 2.2471 -5.4650
H -0.9583 1.8815 -3.1976
H 1.4231 -0.1141 -6.1594
H 2.3312 -0.6119 -1.9979
O -1.8130 -0.9688 2.0612
B -1.8729 0.0434 1.0936
O -2.6569 -0.3626 0.0400
C -3.0918 -1.6184 0.3383
C -3.8903 -2.4815 -0.3871
C -4.1243 -3.7373 0.1609
C -3.6155 -4.0921 1.4032
C -2.8478 -3.2124 2.1516
C -2.5760 -1.9864 1.5872
H -4.2987 -2.1849 -1.3390
H -4.7106 -4.4549 -0.3956
H -3.8117 -5.0740 1.8068
H -2.4626 -3.4664 3.1258
Cl -2.4867 2.1501 3.6927
C -1.6323 2.7636 2.2835
H -0.9965 3.5917 2.6297
H -2.3779 3.1335 1.5653
```

Calculated values
**F_max**: 0.066 hartree/bohr
**LUMO energy**: 0.0283 hartree
**HOMO level**: -2.893 eV
**ΔE to the lowest compared entry with this formula, charge and spin**: 2.7006 eV
**Total charge**: -1
**Gap between HOMO and LUMO**: 3.66 eV

How is the electron density shared among the atoms? According to Löwdin, the charges in e are:
1. Pd 0.5625
2. C -0.3936
3. Se 0.9298
4. C -0.5279
5. C -0.5180
6. Se 0.9525
7. C -0.3856
8. H 0.0124
9. H 0.0075
10. H 0.0055
11. H 0.0493
12. H 0.0586
13. H 0.0613
14. H 0.0396
15. H 0.0209
16. H 0.0300
17. H 0.0047
18. O -0.1105
19. C -0.6698
20. O -0.0456
21. C -0.0858
22. C 0.1165
23. C -0.1334
24. C 0.0935
25. C -0.1403
26. C 0.1043
27. N -0.3324
28. O 0.0636
29. O 0.0626
30. N -0.3355
31. O 0.0619
32. O 0.0727
33. H 0.1350
34. H 0.1287
35. H 0.1247
36. O 0.0156
37. B -0.6324
38. O 0.1792
39. C -0.1919
40. C -0.0036
41. C -0.1129
42. C -0.1119
43. C 0.0005
44. C -0.2002
45. H 0.1115
46. H 0.0911
47. H 0.0913
48. H 0.1154
49. Cl 0.4040
50. C -0.7524
51. H -0.0146
52. H -0.0081



Entry 3:
Here is a structure of composition C18H19BN6Tc from the OMol25 dataset. Energies are from ωB97M-V/def2-TZVPD.

Geometry as XYZ:
```
45
C18H19BN6Tc (ωB97M-V/def2-TZVPD)
H -0.1089 2.8136 0.5318
N 0.1874 1.6919 -1.2108
B 0.8645 0.8670 -3.5115
N 0.6679 1.9939 -2.4912
C 0.7758 3.3182 -2.6088
Tc -0.3634 -0.1689 -0.5778
H 1.0521 3.7107 -3.5923
C 0.4775 3.9015 -1.3870
H 0.5219 4.9520 -1.1484
C 0.1342 2.8521 -0.5188
H 1.4068 1.2647 -4.5341
C -2.0427 -2.7642 1.1297
H -2.3992 -2.9602 2.1418
H -1.0805 -3.2580 0.9822
H -2.7647 -3.1046 0.3875
N -0.5406 0.2992 -3.6919
N 1.6527 -0.2511 -2.8262
N -1.2046 -0.1853 -2.5876
N 1.3285 -0.7456 -1.5558
C -1.2998 0.1534 -4.7801
C 2.6410 -0.9803 -3.3370
H -0.9028 0.4934 -5.7250
H 2.9418 -0.7651 -4.3618
C -2.4984 -0.4379 -4.3895
C 3.0717 -1.8815 -2.3770
C -2.4095 -0.6355 -2.9931
C 2.2400 -1.7103 -1.2565
H -3.3103 -0.6913 -5.0281
H 3.8970 -2.5598 -2.4679
H -3.0580 -1.0551 -2.2455
H 2.2383 -2.1507 -0.2699
H -1.8679 -1.6847 1.0202
C -0.1971 -0.0629 1.2670
C -0.0439 -0.0679 2.5296
C 0.0000 -0.0557 3.9330
C -1.0678 0.5427 4.6551
C -1.0559 0.5891 6.0438
C 0.0125 0.0366 6.7633
C 1.0589 -0.5901 6.0724
C 1.0589 -0.6422 4.6811
H -1.9084 0.9494 4.0988
H -1.8817 1.0644 6.5810
H 0.0317 0.1023 7.8572
H 1.8820 -1.0359 6.6402
H 1.8625 -1.1512 4.1579
```

Calculated values
**F_max**: 0.140 hartree/bohr
**LUMO energy (spin up / spin down)**: -0.2547 / -0.4000 hartree
**HOMO level (spin up / spin down)**: -14.515 / -14.252 eV
**Spin multiplicity**: 4
**ΔE to the lowest compared entry with this formula, charge and spin**: 0.0000 eV
**Total charge**: +2
**Gap between HOMO and LUMO (spin up / spin down)**: 7.59 / 3.37 eV

How is the electron density shared among the atoms? According to Löwdin, the charges in e are:
1. H 0.1078
2. N -0.1157
3. B -0.5155
4. N 0.0062
5. C -0.0194
6. Tc 1.4452
7. H 0.1531
8. C -0.0164
9. H 0.1129
10. C -0.0816
11. H 0.1430
12. C -0.0348
13. H 0.0376
14. H 0.0283
15. H 0.0315
16. N -0.0237
17. N 0.0015
18. N -0.1134
19. N -0.1168
20. C -0.0178
21. C -0.0221
22. H 0.1423
23. H 0.1503
24. C -0.0152
25. C -0.0159
26. C -0.0864
27. C -0.0705
28. H 0.1022
29. H 0.1109
30. H 0.1071
31. H 0.1154
32. H -0.0499
33. C -0.2395
34. C -0.0623
35. C -0.1992
36. C 0.0862
37. C 0.0514
38. C 0.0032
39. C 0.0515
40. C 0.0906
41. H 0.1496
42. H 0.1503
43. H 0.1389
44. H 0.1507
45. H 0.1485